Entry 1:
A structure of composition C55H49BrClF6O12P4 at a distorted geometry. Source: the OMol25 dataset; level of theory: ωB97M-V with the def2-TZVPD basis set.

Summary:
E_HOMO: -4.91 eV
total charge: -1
2S+1: 1

Each line ends with the Löwdin charge.
Element x y z (Å)
C  3.308230  2.349752  0.434130  -0.0784
C  1.899507  1.550412  -0.009935  -0.2782
F  1.167160  1.404007  1.303789  -0.1389
C  1.206736  2.447904  -1.120376  -0.2025
P  0.479872  1.660078  -2.719715  0.5059
O  1.785837  0.543752  -3.087675  -0.3494
C  3.124158  0.905551  -2.938802  -0.3200
C  4.140576  0.659286  -4.253689  -0.2770
C  4.522080  -0.918475  -4.481961  -0.1068
C  5.582833  1.466404  -3.994413  -0.3593
C  5.422938  3.106140  -4.110445  -0.1165
C  6.345213  1.035832  -2.615379  -0.1161
P  1.524939  2.925539  -4.182801  0.5716
O  1.393611  2.210005  -5.811273  -0.4152
Br  0.564418  4.958892  -4.455924  0.2719
C  -0.296304  0.082072  -1.929299  -0.1943
F  0.826251  -0.929373  -1.784385  -0.0690
F  -1.169407  -0.652823  -2.926248  -0.0466
C  -1.056424  0.146362  -0.557707  -0.1246
F  -1.487736  1.377995  0.082928  -0.0445
F  -2.294208  -0.721219  -0.663478  -0.0679
O  -0.404059  1.119608  -4.165498  -0.3142
C  -1.573035  1.991081  -4.553605  -0.2504
F  -1.515274  2.710319  -5.841466  -0.1041
C  -2.070874  2.665509  -3.176190  -0.6114
P  -3.649022  1.820093  -2.400427  0.7805
O  -3.928029  0.360646  -2.914265  -0.4924
P  -2.797060  4.473445  -3.086043  0.6243
O  -1.698515  5.468159  -2.094401  -0.4354
Cl  -2.916452  5.403196  -4.996403  0.1291
O  -0.846175  2.776433  -2.371536  -0.4477
H  3.028634  3.274297  1.092803  0.0885
H  4.071167  1.600872  0.966569  0.0932
H  3.900863  2.749498  -0.516824  0.0697
H  2.272950  0.478052  -0.276530  0.1358
H  1.996641  3.254874  -1.510611  0.0949
H  0.356995  3.108969  -0.602471  0.1328
H  3.583082  0.106144  -2.164475  0.1271
H  3.488359  1.912144  -2.488610  0.0788
H  3.719869  1.116114  -5.243541  0.1170
H  3.680894  -1.555185  -4.999990  0.0859
H  5.444027  -0.930163  -5.240317  0.0806
H  4.930879  -1.398151  -3.479794  0.0858
H  6.287816  1.132583  -4.890588  0.1227
H  4.405786  3.402375  -4.643685  0.0563
H  6.363621  3.644424  -4.558284  0.0777
H  5.319446  3.495663  -2.989263  0.0703
H  6.673021  2.028747  -2.039419  0.0831
H  5.711716  0.420758  -1.850089  0.0662
H  7.275893  0.364571  -2.897196  0.0812
H  1.622453  1.238351  -5.781684  0.0484
H  -0.404755  -0.431669  0.263999  0.1853
H  -2.353939  1.126541  -4.825200  0.1490
H  -3.718378  1.987619  -0.958747  0.0297
H  -4.806927  2.588972  -2.891290  0.0085
H  -1.543138  6.266548  -2.711973  0.0263
C  -0.477246  -4.724444  7.059137  -0.0616
C  -1.774567  -4.661923  7.567128  -0.0629
C  -2.623711  -3.621181  7.187551  0.0032
C  -2.170081  -2.632365  6.306112  -0.0850
C  -0.865075  -2.681453  5.817562  -0.0865
C  -0.020102  -3.736491  6.185836  0.0065
C  -0.359989  -1.617040  4.926502  -0.2929
O  0.785116  -1.661304  4.494069  0.0986
C  -1.251409  -0.494806  4.571478  -0.0853
C  -0.767208  0.550780  3.774519  -0.0169
C  -1.607587  1.609336  3.423036  -0.0450
C  -2.932796  1.622215  3.857235  -0.0474
C  -3.416210  0.584764  4.655890  0.0076
C  -2.570566  -0.470906  5.021652  -0.0859
C  -3.081045  -1.545161  5.896147  -0.2792
O  -4.244289  -1.532237  6.282010  0.0919
H  0.181561  -5.540548  7.347706  0.1060
H  -2.126643  -5.425008  8.257726  0.1051
H  -3.636926  -3.581697  7.584077  0.1201
H  0.995586  -3.788820  5.797663  0.1227
H  0.265266  0.546752  3.428706  0.1038
H  -1.228064  2.422813  2.808471  0.1115
H  -3.589700  2.443005  3.577596  0.1090
H  -4.450570  0.604080  4.995168  0.1202
C  9.180233  1.566799  6.616612  -0.0630
C  9.124880  0.736606  7.735863  -0.0644
C  7.904690  0.195873  8.144535  0.0019
C  6.733333  0.496060  7.438643  -0.0860
C  6.784988  1.345755  6.334342  -0.0835
C  8.013288  1.873298  5.915193  0.0055
C  5.548610  1.708881  5.612134  -0.2779
O  5.593592  2.452392  4.639821  0.0976
C  4.257179  1.170413  6.083660  -0.0832
C  3.070799  1.552476  5.443837  0.0263
C  1.846377  1.037461  5.874961  -0.0447
C  1.804021  0.134747  6.937123  -0.0494
C  2.983743  -0.243265  7.579935  0.0124
C  4.211761  0.283499  7.158242  -0.0873
C  5.449998  -0.094764  7.867497  -0.2800
O  5.413147  -0.884493  8.804067  0.0896
H  10.132541  1.980858  6.292594  0.1055
H  10.032499  0.507957  8.290054  0.1046
H  7.869904  -0.455635  9.016156  0.1196
H  8.063349  2.526471  5.045770  0.1214
H  3.095446  2.254335  4.611736  0.1240
H  0.925867  1.339517  5.380091  0.0911
H  0.851127  -0.272187  7.268505  0.1097
H  2.942375  -0.944690  8.411605  0.1205
C  -10.360449  -5.488257  -5.261497  -0.0690
C  -10.541219  -5.226201  -6.619310  -0.0697
C  -9.618872  -4.435656  -7.306757  -0.0008
C  -8.518006  -3.894974  -6.631310  -0.0855
C  -8.350678  -4.136774  -5.268348  -0.0833
C  -9.267884  -4.945008  -4.584097  0.0017
C  -7.220540  -3.530977  -4.534949  -0.2799
O  -7.070845  -3.745773  -3.338422  0.0965
C  -6.279165  -2.656166  -5.261997  -0.0879
C  -5.236813  -2.028934  -4.567068  0.0237
C  -4.334087  -1.210582  -5.249492  -0.0486
C  -4.463540  -1.024179  -6.625490  -0.0434
C  -5.504277  -1.643295  -7.319326  -0.0010
C  -6.419620  -2.453135  -6.634024  -0.0982
C  -7.537878  -3.074726  -7.370555  -0.2841
O  -7.655089  -2.907685  -8.579087  0.0831
H  -11.074239  -6.111916  -4.727759  0.1028
H  -11.399675  -5.639197  -7.144352  0.1023
H  -9.763632  -4.239600  -8.367890  0.1183
H  -9.136257  -5.149337  -3.522984  0.1195
H  -5.126797  -2.171777  -3.493244  0.1239
H  -3.528565  -0.720331  -4.707035  0.0690
H  -3.756212  -0.392573  -7.158572  0.1087
H  -5.601914  -1.489203  -8.392688  0.1167

Forces on atoms 1 to 2 (eV/Å):
C 0.31 -0.51 -0.35
C 3.24 0.73 1.04

---

Entry 2:
An isolated molecule of C21H26N2OS. Source: the OMol25 dataset; level of theory: ωB97M-V with the def2-TZVPD basis set.

Summary:
energy relative to the best compared isomer or geometry (same formula, charge and spin): 5.81 kcal per mole
E_HOMO: -8.20 eV
2S+1: 1

Each line ends with the Löwdin charge.
Element x y z (Å)
C  4.771420  3.184868  -0.126316  -0.0821
H  5.186051  4.001876  0.458613  0.0701
H  3.847789  3.528332  -0.584816  0.0555
H  5.471181  2.924098  -0.915019  0.0761
C  4.533373  1.972942  0.770952  -0.2582
N  4.151662  0.813105  -0.017458  -0.1817
C  2.768345  0.801712  -0.448407  -0.1526
H  2.500709  1.787312  -0.826043  0.0956
C  1.788585  0.386917  0.665734  -0.1225
N  2.192234  -0.888965  1.206218  -0.0407
C  1.468123  -2.030766  1.210363  -0.4240
O  1.883520  -3.063935  1.705711  0.0699
C  0.111355  -1.960397  0.581479  -0.1480
C  -0.035149  -1.805791  -0.791406  -0.0201
C  -1.295148  -1.787279  -1.359724  -0.0347
C  -2.427606  -1.932228  -0.568789  -0.3143
C  -2.275136  -2.117050  0.801204  -0.0382
C  -1.018223  -2.139216  1.371285  0.0000
H  -0.902421  -2.288101  2.434230  0.1229
H  -3.153425  -2.231060  1.419888  0.1163
C  -3.790005  -1.806621  -1.159425  -0.3965
H  -4.457186  -2.606097  -0.839292  0.0795
H  -3.765141  -1.763326  -2.247752  0.0738
S  -4.595430  -0.270759  -0.526086  0.9193
C  -3.215096  0.847053  -0.654036  -0.5538
C  -2.728677  1.453193  0.493495  -0.0932
C  -1.651741  2.314853  0.410507  -0.0459
C  -1.041687  2.579886  -0.810032  -0.2860
C  -1.538878  1.960493  -1.950197  -0.0390
C  -2.622582  1.105873  -1.879638  -0.1019
H  -3.012046  0.647346  -2.776141  0.1106
H  -1.079364  2.157978  -2.908178  0.1132
C  0.099827  3.546632  -0.897771  -0.0551
H  0.714886  3.504318  -0.001426  0.0707
H  -0.285415  4.562846  -0.990157  0.0866
H  0.717665  3.342419  -1.769322  0.0738
H  -1.277735  2.787555  1.307432  0.1143
H  -3.197518  1.246734  1.443206  0.1051
H  -1.397596  -1.660305  -2.427846  0.1155
H  0.838581  -1.700598  -1.418223  0.1179
C  3.554959  -0.891340  1.698425  -0.1115
C  4.497645  -0.470303  0.561632  -0.1595
H  5.527198  -0.436728  0.921244  0.1187
H  4.436757  -1.216541  -0.237317  0.1270
H  3.783631  -1.900495  2.043444  0.1212
H  3.638900  -0.193520  2.539987  0.1287
H  0.770235  0.337189  0.280275  0.1074
H  1.814059  1.129624  1.474112  0.1236
H  2.686909  0.085311  -1.271919  0.1223
H  3.791569  2.232676  1.542786  0.1086
H  5.468600  1.730832  1.280783  0.1155

Forces on atoms 1 to 2 (eV/Å):
C -0.02 -0.17 0.24
H 0.00 0.16 0.03

---

Entry 3:
A structure of composition C26H60B2MgO12S5 at a distorted geometry. Source: the OMol25 dataset; level of theory: ωB97M-V with the def2-TZVPD basis set.

Summary:
energy relative to the best compared isomer or geometry (same formula, charge and spin): 255.34 kcal per mole
E_HOMO: -9.30 eV
2S+1: 1

Each line ends with the Löwdin charge.
Element x y z (Å)
Mg  3.091406  1.948039  1.675894  1.3729
B  6.156176  2.930339  1.972834  -0.3733
H  7.066246  3.487969  2.131214  -0.0450
H  5.358296  3.602769  2.247554  -0.1046
H  5.983086  2.653649  0.944384  -0.0947
H  6.159206  2.026379  2.561984  -0.0843
B  1.793706  -0.645031  0.041234  -0.3643
H  1.687766  -0.644711  -1.032566  -0.0619
H  2.857136  -0.628721  0.223124  -0.0955
H  1.229646  0.183709  0.440314  -0.1111
H  1.430406  -1.548121  0.506714  -0.0619
C  0.532996  -3.644331  -6.209576  -0.0348
C  -0.191494  -3.197931  -7.418496  -0.4713
O  0.394136  -2.876471  -8.464156  0.0381
C  -1.675744  -2.885091  -7.299466  -0.0308
H  0.741286  -2.929631  -5.413386  0.0955
H  1.395156  -4.261961  -6.461196  0.0878
H  -0.139454  -4.332511  -5.697396  0.0782
H  -1.984114  -2.776181  -6.259686  0.0705
H  -2.259734  -3.728641  -7.667526  0.0858
H  -2.041064  -1.967221  -7.760076  0.0811
C  4.864786  -5.230861  -0.438056  -0.0263
C  6.389476  -5.279721  -0.672936  -0.4824
O  7.069276  -6.043871  -0.032756  0.0602
C  7.028416  -4.355771  -1.691576  -0.0212
H  4.532396  -6.086011  0.150454  0.0755
H  4.195736  -5.176281  -1.296826  0.0732
H  4.599686  -4.295321  0.054474  0.0797
H  6.298646  -3.549471  -1.765216  0.0718
H  7.319826  -4.846201  -2.620366  0.0876
H  7.911096  -3.896351  -1.246716  0.0828
C  -0.047934  8.977009  1.964794  -0.1989
C  0.566076  9.241509  3.365564  -0.2220
C  1.247616  7.992739  3.934164  -0.2098
S  0.053326  6.664719  3.503974  0.7150
O  -1.025914  6.590909  4.477344  -0.3405
O  0.790266  5.478229  3.048644  -0.3754
C  -0.709114  7.596169  2.058754  -0.2055
H  0.678806  8.851869  1.162114  0.1100
H  -0.698324  9.802169  1.674614  0.1139
H  -0.288824  9.489399  3.994684  0.1130
H  1.191446  10.126509  3.482894  0.1135
H  1.387966  7.884749  5.009684  0.1036
H  2.184356  7.718539  3.448954  0.1023
H  -1.796384  7.519129  2.055564  0.1002
H  -0.469504  6.972359  1.197624  0.0873
C  -2.949394  -7.120311  0.475004  -0.1927
C  -4.517354  -7.399021  0.294414  -0.1989
C  -4.662414  -8.290801  -0.977536  -0.2184
S  -3.522534  -7.481391  -2.183376  0.7215
O  -4.137784  -6.240171  -2.647236  -0.3492
O  -2.978044  -8.396471  -3.227806  -0.3620
C  -2.266184  -6.998771  -0.903096  -0.2125
H  -2.521004  -7.909661  1.092674  0.1049
H  -2.787514  -6.192501  1.023704  0.1032
H  -5.053424  -6.453951  0.207394  0.1010
H  -5.066464  -7.885261  1.100744  0.1038
H  -5.685844  -8.364981  -1.345206  0.1016
H  -4.356214  -9.316511  -0.771966  0.1012
H  -1.755864  -6.092181  -1.228316  0.1018
H  -1.451114  -7.721761  -0.870756  0.0941
C  -0.784644  -0.238691  7.000204  -0.2210
C  -0.214784  0.581889  8.155904  -0.2117
C  1.237426  0.947519  7.796434  -0.2113
S  1.893496  -0.382471  6.705774  0.7172
O  2.941816  -1.149921  7.384364  -0.3379
O  2.159756  0.198349  5.376694  -0.3743
C  0.297006  -1.279361  6.723764  -0.2279
H  -0.923344  0.390849  6.121264  0.1196
H  -1.735794  -0.735531  7.191434  0.1178
H  -0.190734  0.088889  9.127744  0.1180
H  -0.817464  1.488799  8.204834  0.1141
H  1.888056  0.905929  8.669964  0.0952
H  1.446176  1.898929  7.307204  0.1007
H  0.377686  -1.920401  7.601644  0.1045
H  0.192756  -1.835561  5.792164  0.1072
C  0.772636  3.571949  -5.296056  -0.2629
C  2.025866  2.984619  -5.943536  -0.1958
C  3.202536  3.097129  -4.891746  -0.1725
S  2.727446  4.488359  -3.703856  0.7763
O  3.570166  5.702769  -3.938266  -0.3752
O  2.479666  3.947529  -2.327096  -0.3874
C  1.115066  4.823259  -4.576436  -0.2358
H  0.428386  2.913389  -4.498626  0.1192
H  0.020346  3.734459  -6.067916  0.1225
H  2.206856  3.508629  -6.882026  0.1096
H  1.931746  1.955039  -6.288776  0.1106
H  4.227036  3.207559  -5.247156  0.0951
H  3.264756  2.195449  -4.282476  0.0898
H  1.380146  5.517939  -5.373466  0.1009
H  0.325226  5.268939  -3.971766  0.1117
C  -5.854354  -0.924071  -0.856926  -0.2308
C  -6.624174  -0.382371  0.369974  -0.2273
C  -6.527764  1.123399  0.151184  -0.2149
S  -4.672614  1.441969  -0.126326  0.7292
O  -4.112084  1.698769  1.185654  -0.3489
O  -4.423754  2.405549  -1.220926  -0.3603
C  -4.465954  -0.319341  -0.749366  -0.2027
H  -6.377344  -0.661351  -1.776476  0.1167
H  -5.849124  -2.012561  -0.799696  0.1131
H  -6.197354  -0.710231  1.317834  0.1180
H  -7.677494  -0.654501  0.302344  0.1140
H  -6.966344  1.735489  0.939284  0.0999
H  -6.996434  1.363679  -0.803126  0.0943
H  -3.892264  -0.905591  -0.031526  0.1054
H  -3.955284  -0.123771  -1.692266  0.0944

Forces on atoms 1 to 2 (eV/Å):
Mg 1.34 -0.89 -0.78
B -1.13 -1.70 -0.54

---

Number 1: orbital gap 5.16 eV, E_tot -8026.83613 Eh. Number 2: orbital gap 8.89 eV, E_tot -1398.77383 Eh. Number 3: orbital gap 5.75 eV, E_tot -4169.77279 Eh.